a) A 2-piece molecular cluster, C3H8O2 overall. Source: the OMol25 dataset; level of theory: ωB97M-V/def2-TZVPD.

## Properties
- lowest unoccupied orbital energy (eV) = 0.7
- 2S+1 = 1
- molecular weight (u) = 76.095
- gap between HOMO and LUMO (eV) = 9.2
- HOMO level (eV) = -8.560

```
13
C3H8O2 | the OMol25 dataset | ωB97M-V/def2-TZVPD
C 0.057 1.244 0.037
C 0.817 0.112 -0.150
C 1.652 -0.571 0.882
O 0.611 -0.712 -1.224
H 0.647 2.044 0.573
H -0.787 1.591 -0.536
H 2.299 -0.023 1.650
H 1.160 -1.414 1.331
H 2.574 -0.871 0.557
H -0.179 -0.261 -1.658
O -2.693 -0.616 -0.766
H -3.657 -0.292 -0.763
H -2.500 -0.232 0.068
```

b) A 2-piece molecular cluster, C3H8O2 overall. Source: the OMol25 dataset; level of theory: ωB97M-V/def2-TZVPD.

## Properties
- lowest unoccupied orbital energy (eV) = 0.8
- 2S+1 = 1
- molecular weight (u) = 76.095
- gap between HOMO and LUMO (eV) = 11.7
- HOMO level (eV) = -10.890

```
13
C3H8O2 | the OMol25 dataset | ωB97M-V/def2-TZVPD
O 1.659 -2.202 2.197
C 0.779 -1.493 1.671
O 0.234 -0.400 2.237
H 0.462 -1.813 0.709
H 0.702 -0.294 3.039
C -0.403 1.528 -1.062
C -0.674 0.086 -1.481
H -0.855 1.650 -0.127
H 0.841 1.738 -0.961
H -0.576 2.211 -1.899
H -0.835 -0.389 -0.472
H 0.252 -0.478 -1.752
H -1.586 -0.144 -2.099
```

Question: of the structures shown, which is the least stable? Reply: a).